The following is a DFT calculation (ωB97M-V/def2-TZVPD) of a structure of composition C22H24BiF5N4O8S.

XYZ file:
```
65
Properties=species:S:1:pos:R:3
Bi -0.646 0.578 -0.642
O 2.226 4.071 -0.927
C 1.642 2.992 -0.878
O 0.422 2.784 -1.108
C 2.452 1.739 -0.454
N 1.798 1.001 0.611
C 1.563 1.804 1.798
C 0.399 2.820 1.784
N -0.901 2.346 1.325
C -1.775 1.831 2.371
C -1.189 0.781 3.315
N -0.909 -0.478 2.665
C 0.168 -1.233 3.260
C 0.776 -2.254 2.270
N 0.667 -1.856 0.876
C 1.922 -1.478 0.263
C 2.539 -0.227 0.894
C -0.060 -2.858 0.110
C -0.101 -2.653 -1.426
O 0.288 -3.583 -2.127
O -0.574 -1.566 -1.851
C -2.109 -1.278 2.532
C -3.122 -0.815 1.428
O -4.307 -0.886 1.745
O -2.660 -0.481 0.310
C -1.647 3.369 0.605
C -2.708 2.857 -0.405
O -3.737 3.502 -0.504
O -2.401 1.856 -1.135
H 3.466 2.055 -0.149
H 2.526 1.098 -1.337
H 2.467 2.395 2.048
H 1.384 1.108 2.611
H 0.698 3.662 1.163
H 0.321 3.195 2.822
H -2.646 1.405 1.873
H -2.126 2.666 3.012
H -1.934 0.652 4.130
H -0.280 1.169 3.787
H -0.159 -1.789 4.166
H 0.948 -0.543 3.592
H 0.256 -3.206 2.406
H 1.825 -2.437 2.555
H 1.738 -1.284 -0.793
H 2.670 -2.297 0.322
H 3.571 -0.139 0.518
H 2.610 -0.383 1.973
H -1.103 -2.838 0.434
H 0.352 -3.872 0.275
H -2.660 -1.347 3.494
H -1.825 -2.291 2.246
H -0.964 3.935 -0.027
H -2.151 4.059 1.300
F 0.467 -3.574 -6.733
C 0.337 -2.588 -5.814
C -0.783 -1.768 -5.813
F -1.769 -1.989 -6.714
C -0.875 -0.703 -4.934
F -1.958 0.077 -5.025
C 0.140 -0.409 -4.018
S 0.119 1.059 -3.066
C 1.243 -1.272 -4.025
F 2.264 -1.056 -3.179
C 1.350 -2.335 -4.899
F 2.461 -3.099 -4.909
```

Calculated values
* E: -75809.5161 eV
* F_max: 1.047 eV Å⁻¹
* orbital gap: 6.72 eV
* multiplicity: 1
* total charge: -2
* ΔE to the lowest compared entry with this formula, charge and spin: 1.006 eV

How positive or negative is each atom? The Mulliken charges in e answer that:
1 Bi 2.79
2 O -0.83
3 C 0.46
4 O -0.78
5 C -0.93
6 N 1.43
7 C -1.18
8 C -1.95
9 N 0.58
10 C -1.53
11 C -1.43
12 N 1.23
13 C -1.19
14 C -1.79
15 N 1.49
16 C -0.38
17 C -1.77
18 C -0.57
19 C -0.10
20 O -0.79
21 O -0.59
22 C -0.86
23 C -0.05
24 O -0.85
25 O -0.57
26 C -0.85
27 C 0.55
28 O -0.79
29 O -0.54
30 H 0.36
31 H 0.34
32 H 0.33
33 H 0.65
34 H 0.65
35 H 0.55
36 H 0.70
37 H 0.32
38 H 0.47
39 H 0.57
40 H 0.41
41 H 0.60
42 H 0.56
43 H 0.43
44 H -0.45
45 H 0.38
46 H 0.43
47 H 0.71
48 H 0.24
49 H 0.33
50 H 0.31
51 H 0.58
52 H 0.53
53 H 0.33
54 F -0.34
55 C 0.64
56 C 0.17
57 F -0.35
58 C 0.05
59 F -0.37
60 C 0.48
61 S -0.55
62 C 0.20
63 F -0.42
64 C 0.25
65 F -0.37